1.
{"formula": "C22H23F17N2O2", "method": "ωB97M-V with the def2-TZVPD basis set", "symbols": ["F", "H", "H", "C", "N", "C", "F", "H", "C", "C", "H", "C", "O", "H", "F", "O", "F", "H", "H", "F", "C", "H", "F", "C", "F", "H", "F", "F", "H", "C", "H", "C", "H", "F", "C", "C", "C", "H", "H", "N", "H", "H", "F", "F", "F", "F", "C", "H", "C", "H", "F", "H", "C", "C", "H", "C", "H", "C", "C", "C", "H", "C", "F", "F", "H", "C"], "positions_angstrom": [[-0.098, 1.705, 1.783], [9.011, 3.805, 3.814], [-2.593, -2.624, -2.441], [-5.134, -6.127, -1.787], [-1.116, -1.532, -5.228], [-0.852, -1.956, -4.186], [2.184, 2.450, 2.927], [-1.635, -2.530, -0.943], [-5.755, -4.934, 0.123], [-0.524, -2.383, -2.816], [8.862, 5.431, 4.507], [-6.028, -7.023, -0.942], [-4.879, -4.958, -1.006], [-2.598, -0.389, -2.876], [-2.291, 3.277, 0.613], [8.663, 5.310, 2.455], [-0.267, 0.463, 0.050], [7.012, 6.187, 1.598], [6.777, 3.210, 2.202], [4.117, 2.305, 1.981], [8.461, 4.750, 3.756], [0.302, -1.756, -2.489], [-0.501, 3.303, -1.240], [-0.534, 1.695, 0.512], [-4.211, -0.542, -1.075], [-7.233, -6.402, 0.793], [-4.202, 1.739, -0.249], [1.100, 4.899, -0.354], [-4.186, -6.599, -2.046], [2.789, 2.322, 1.755], [6.478, 5.438, 4.258], [-2.068, 1.955, 0.554], [-5.167, -5.160, 1.019], [3.289, 3.537, -0.207], [1.023, 3.833, 0.471], [-2.080, -0.613, -1.950], [-6.811, -6.001, -0.128], [-1.139, -0.064, -1.989], [7.702, 4.827, 0.691], [-1.410, -5.332, -1.154], [6.720, 3.720, 4.593], [-7.627, -5.590, -0.727], [1.209, 2.031, -1.052], [2.877, 4.625, 1.606], [-2.526, 1.441, 1.704], [0.307, 4.227, 1.522], [6.962, 4.526, 3.901], [-0.200, -4.244, -3.899], [-2.941, -0.193, -0.767], [-5.419, -7.642, -0.278], [-2.694, 1.939, -1.758], [-6.179, -3.934, 0.230], [-1.766, -2.125, -1.940], [-2.950, 1.367, -0.573], [-5.637, -5.822, -2.711], [6.550, 4.247, 2.461], [5.495, 4.424, 2.265], [-0.933, -4.742, -2.036], [0.293, 2.710, -0.342], [7.460, 5.191, 1.691], [0.946, -4.004, -2.617], [-0.101, -3.885, -2.878], [-2.619, -0.839, 0.359], [2.464, 1.178, 1.169], [-6.654, -7.682, -1.542], [2.504, 3.558, 0.866]], "e_tot_ha": -2809.77549}

***

2.
{"formula": "C22H23N2O", "method": "ωB97M-V with the def2-TZVPD basis set", "symbols": ["C", "H", "H", "O", "N", "H", "H", "C", "H", "C", "H", "H", "H", "H", "C", "C", "C", "C", "C", "C", "C", "C", "C", "H", "C", "C", "H", "H", "H", "N", "H", "H", "C", "C", "C", "H", "H", "H", "C", "H", "C", "H", "H", "C", "H", "H", "C", "C"], "positions_angstrom": [[0.182, 0.037, -3.450], [0.379, 0.546, 0.956], [-2.457, 1.420, -2.474], [4.621, -1.035, 1.197], [-2.879, -1.085, 0.608], [-2.595, 4.214, 1.178], [-4.865, -0.907, -0.013], [-1.804, 0.571, -2.192], [-3.984, 0.630, 0.142], [5.523, -2.142, 0.961], [6.522, -1.715, 0.984], [1.736, 4.131, 1.057], [1.582, 0.939, -2.063], [1.644, 2.348, -0.641], [0.527, -1.576, 1.006], [-1.304, -0.156, -3.508], [-1.620, -2.785, 1.199], [-0.420, 4.263, 1.257], [-1.612, -0.671, 0.267], [1.056, -0.293, 1.047], [-1.709, 2.726, -0.112], [-0.526, 2.116, -0.586], [2.707, -2.542, 1.346], [-0.388, 5.084, 1.976], [-2.893, -2.393, 1.121], [-1.658, 3.769, 0.816], [-2.675, 2.364, -0.480], [3.349, -3.410, 1.453], [-1.617, -1.213, -3.545], [-0.836, -1.692, 0.796], [-2.388, -0.112, -1.552], [-3.798, -2.898, 1.383], [2.422, -0.110, 1.179], [0.556, 0.677, -2.284], [0.710, 2.708, -0.210], [0.863, -0.311, -4.239], [5.340, -2.589, -0.024], [2.828, 0.893, 1.191], [3.286, -1.246, 1.267], [5.439, -2.909, 1.741], [-4.123, -0.359, 0.577], [-1.762, 0.357, -4.367], [-1.206, -3.690, 1.587], [1.322, -2.700, 1.232], [-4.521, -0.252, 1.600], [0.843, -3.678, 1.317], [-0.565, 0.949, -1.438], [0.767, 3.726, 0.741]], "total_charge": 1, "e_tot_ha": -1036.52231}

***

3.
{"formula": "C22H23N3O5", "method": "ωB97M-V with the def2-TZVPD basis set", "symbols": ["C", "H", "O", "H", "H", "H", "C", "C", "O", "H", "H", "H", "C", "H", "H", "C", "H", "O", "H", "H", "N", "C", "O", "C", "C", "C", "C", "C", "H", "H", "C", "C", "H", "H", "C", "N", "C", "C", "H", "H", "C", "H", "C", "C", "H", "H", "H", "N", "C", "C", "O", "C", "H"], "positions_angstrom": [[0.187, -0.012, 2.407], [4.872, -1.699, -0.331], [-4.113, 1.327, 0.424], [-2.930, 1.076, 1.956], [3.719, -3.079, 1.254], [-5.433, 3.161, -3.639], [-3.204, 1.020, -0.340], [2.464, -0.767, 3.162], [-0.885, 0.207, -0.239], [4.653, 0.426, 1.555], [-4.378, 1.863, -5.477], [-4.799, 2.677, -1.313], [-1.402, -1.557, -3.428], [-2.440, 1.118, 4.218], [-2.730, 0.129, -4.954], [-4.701, 2.398, -3.423], [4.587, -1.862, 2.231], [-1.811, -1.766, -4.546], [3.360, 2.019, -0.302], [1.739, -1.733, 1.512], [2.545, -1.602, 2.103], [-0.555, 0.498, 5.029], [2.880, -1.216, -0.572], [-4.344, 2.130, -2.125], [-1.452, 0.735, 4.004], [-2.779, 0.429, -2.846], [3.788, -2.017, 1.506], [-0.342, -2.401, -2.757], [0.487, -1.784, -2.418], [5.258, 0.579, -0.101], [-3.376, 1.163, -1.790], [-1.080, 0.487, 2.684], [-1.385, -0.491, -1.690], [1.473, 0.176, -1.058], [0.711, 0.009, 4.753], [-2.006, 0.744, 1.672], [3.147, 1.027, 0.090], [1.081, -0.262, 3.440], [1.426, -0.168, 5.541], [-0.768, -2.907, -1.892], [2.560, 0.104, -0.974], [-0.844, 0.700, 6.049], [-3.175, 0.703, -4.160], [4.062, -1.205, 0.224], [0.022, -3.145, -3.459], [0.464, -0.173, 1.378], [3.010, 0.310, -1.956], [-1.850, -0.560, -2.598], [-4.110, 1.671, -4.449], [4.408, 0.270, 0.507], [3.417, -0.470, 3.858], [-1.890, 0.595, 0.345], [2.463, 1.125, 0.934]], "e_tot_ha": -1392.68225}

***

4.
{"formula": "C22H23N3O5Os", "method": "ωB97M-V with the def2-TZVPD basis set", "symbols": ["C", "H", "C", "H", "C", "H", "H", "C", "H", "O", "O", "H", "H", "H", "C", "C", "H", "Os", "C", "C", "C", "C", "H", "C", "H", "C", "H", "C", "C", "C", "H", "O", "H", "O", "C", "H", "H", "H", "C", "H", "C", "O", "N", "N", "H", "H", "N", "C", "H", "H", "C", "C", "H", "C"], "positions_angstrom": [[-0.672, -3.765, -0.152], [-3.936, 3.485, -2.196], [-1.345, 2.222, 0.873], [-2.130, -2.990, 1.255], [-5.330, 4.199, 0.280], [2.213, -1.722, 2.793], [-4.563, 0.951, -0.485], [-0.094, 4.575, 1.785], [-7.742, 2.520, 2.004], [-1.515, -0.270, -1.917], [-2.636, -0.738, -1.288], [-6.986, 4.819, 1.552], [-5.542, 6.733, 1.381], [0.689, 3.374, 3.391], [-2.344, 3.611, -1.051], [0.073, 3.381, 2.501], [0.335, -1.701, -2.529], [-1.143, -0.805, -0.134], [0.188, -2.060, 2.344], [-0.516, 2.231, 2.052], [0.178, -2.644, -2.027], [-6.192, 1.605, 0.813], [-1.659, -4.658, 1.522], [-0.891, 4.604, 0.611], [-6.546, 0.598, 0.994], [-0.287, -4.973, -0.686], [0.088, -3.980, 2.834], [0.345, -5.016, -1.927], [-1.285, -3.682, 1.224], [0.590, -3.828, -2.596], [-6.617, 6.564, -0.059], [-0.270, -1.094, 1.606], [1.328, -2.523, 4.101], [-1.813, 1.146, 0.392], [-4.616, 3.057, -0.261], [1.088, -3.809, -3.556], [0.400, 5.481, 2.113], [-0.376, 1.287, 2.561], [-6.462, 3.974, 1.126], [-0.953, 5.531, 0.052], [-5.053, 1.799, -0.023], [-4.898, 5.357, -0.071], [-3.589, 3.350, -1.245], [-0.454, -2.603, -0.830], [0.644, -5.964, -2.355], [-1.817, 3.994, -1.925], [-0.286, -3.268, 2.217], [-5.592, 6.611, 0.301], [-5.038, 7.390, -0.209], [1.090, -0.790, 3.785], [-1.581, 3.493, 0.198], [1.258, -1.762, 3.326], [-0.483, -5.886, -0.139], [-6.876, 2.694, 1.378]], "s2": 6.0633, "multiplicity": 5, "total_charge": 4, "e_tot_ha": -1481.58053}